The following is a quantum chemistry calculation of a structure of composition C34H42BCeN10 at a distorted geometry, from the OMol25 dataset.

```
88
Properties=species:S:1:pos:R:3:forces:R:3
Ce 13.217 -11.775 -6.909 0.688 -0.168 1.246
N 13.809 -9.524 -6.230 0.156 0.351 -0.345
N 14.859 -12.627 -5.348 -0.142 -0.654 1.642
N 11.801 -11.557 -4.717 -0.253 0.233 -0.062
N 12.190 -10.531 -8.742 -0.033 -0.260 -0.491
N 13.434 -14.134 -7.757 -0.824 0.683 -0.089
N 15.517 -11.489 -4.908 -0.589 0.457 0.914
N 16.376 -11.166 -7.272 -0.256 0.321 0.402
N 11.002 -12.776 -7.727 -0.457 1.169 0.825
N 15.152 -9.237 -6.159 0.159 -0.640 0.566
N 15.293 -11.606 -7.988 -0.302 -0.108 -0.288
C 16.815 -7.417 -6.581 -2.049 1.979 -1.196
C 11.051 -8.823 -10.568 -1.693 0.275 -1.315
C 15.251 -12.780 -3.081 -1.011 -0.050 -1.962
C 14.710 -16.079 -8.163 0.464 -0.308 1.117
C 15.766 -12.007 -9.204 -1.331 -0.469 -0.259
C 15.388 -7.924 -6.351 0.779 -0.908 -1.426
C 14.552 -14.831 -7.564 1.024 -0.571 0.015
C 11.290 -13.640 -8.863 0.382 -0.998 -0.712
C 14.142 -7.344 -6.626 0.767 -1.414 0.380
C 11.033 -13.741 -5.381 -1.714 0.634 0.260
C 17.083 -11.791 -9.300 2.979 0.343 1.513
C 13.666 -16.604 -8.894 0.311 -0.986 -1.301
C 14.695 -13.410 -4.216 1.037 -0.390 -0.188
C 17.470 -11.285 -8.021 -0.915 0.175 -1.320
C 10.365 -11.496 -2.431 -0.287 1.055 3.004
C 15.653 -11.548 -3.532 -0.158 0.351 -2.120
C 12.550 -15.845 -9.187 -0.600 0.494 0.413
C 10.196 -12.566 -3.246 -0.178 -0.309 -1.200
C 13.203 -8.348 -6.525 0.581 -0.060 1.074
C 12.930 -9.673 -9.448 0.772 0.839 0.820
C 10.285 -9.799 -9.930 -1.093 0.127 -0.318
C 11.244 -10.443 -2.715 -1.591 0.060 1.771
C 11.746 -8.185 -6.508 -0.882 -0.800 -0.448
C 10.867 -10.622 -9.000 0.311 -0.172 0.647
C 10.247 -13.586 -6.670 0.464 -0.212 -1.077
C 14.916 -12.582 -10.279 0.409 -0.186 -0.372
C 11.912 -10.480 -3.861 0.811 -0.541 -2.541
C 12.442 -14.612 -8.554 0.006 0.302 -0.425
C 10.943 -12.574 -4.430 1.354 0.659 0.202
C 14.291 -14.880 -4.215 0.331 1.066 0.132
C 18.772 -10.817 -7.593 2.062 1.482 -0.059
C 16.227 -10.434 -2.802 0.283 0.283 1.607
C 10.136 -11.602 -8.104 0.257 -0.612 -0.348
C 12.384 -8.761 -10.330 0.996 0.097 0.131
B 16.137 -10.410 -5.901 1.170 -0.148 0.119
H 15.365 -13.164 -2.100 -0.150 -0.266 0.612
H 15.180 -15.507 -4.460 -0.648 0.309 0.724
H 13.553 -15.107 -4.942 -0.610 -0.194 -0.942
H 17.292 -10.536 -2.916 0.755 0.041 0.557
H 11.430 -7.214 -6.174 0.042 0.396 0.363
H 17.180 -7.603 -7.613 -0.748 0.224 0.304
H 9.215 -9.864 -10.168 0.478 -0.098 0.257
H 19.643 -11.325 -8.066 -0.868 0.134 0.252
H 17.565 -7.830 -6.009 1.223 -1.102 1.808
H 16.023 -9.457 -3.180 -0.522 0.569 -0.588
H 10.365 -14.212 -9.036 0.375 0.032 -0.610
H 18.846 -10.903 -6.526 0.313 -0.202 0.515
H 15.350 -14.379 -6.919 -0.947 -0.435 -0.742
H 9.888 -11.146 -7.127 -0.344 0.081 -0.656
H 11.221 -8.959 -5.923 0.276 0.335 -0.140
H 13.922 -6.386 -6.936 -0.175 1.963 -0.222
H 10.139 -14.578 -7.127 -0.092 0.117 0.362
H 9.220 -13.215 -6.508 0.558 0.128 -0.084
H 16.816 -6.317 -6.391 0.101 -0.807 -0.323
H 15.261 -13.620 -10.556 -0.506 1.109 0.233
H 9.452 -13.316 -3.001 0.287 -0.204 -0.115
H 10.538 -14.581 -4.922 0.298 -0.585 0.497
H 13.873 -12.571 -9.984 -0.273 -0.208 -0.165
H 10.578 -8.146 -11.327 0.433 -0.666 0.982
H 11.779 -16.227 -9.865 0.212 0.246 0.380
H 15.587 -16.703 -7.943 -0.316 0.502 -0.220
H 12.983 -7.993 -10.790 0.281 -0.075 -0.097
H 11.388 -8.263 -7.521 -0.425 -0.030 -0.555
H 15.906 -10.423 -1.729 0.580 -0.262 -0.899
H 13.782 -15.062 -3.261 0.719 -0.438 -0.044
H 12.505 -9.636 -4.210 0.145 -0.463 0.147
H 13.978 -9.594 -9.138 -0.271 -0.188 -0.387
H 17.236 -9.961 -5.496 -1.298 -0.579 -0.241
H 11.268 -9.589 -2.038 0.256 -0.247 -0.222
H 13.744 -17.599 -9.374 0.085 0.623 0.531
H 17.869 -12.014 -10.030 -0.911 0.018 -0.078
H 12.060 -13.969 -5.590 0.542 -0.401 -0.006
H 15.047 -11.898 -11.135 -0.258 -0.580 0.004
H 18.952 -9.705 -7.788 -0.519 -1.339 -0.009
H 9.868 -11.440 -1.414 0.305 -0.234 -1.513
H 11.584 -13.097 -9.801 -0.483 -0.100 0.898
H 9.262 -12.001 -8.646 -0.091 0.404 0.495
```
Forces are in eV/Å.

Results
charge	+3
E_LUMO (alpha / beta)	-0.3801 / -0.3801	hartree
orbital gap (alpha / beta)	6.5 / 6.5	eV